[1]
Molecular formula: C2H4ClOP
Method: DFT, the ωB97M-V functional and the def2-TZVPD basis

As for the net charge: 0. The value obtained for the energy is -955.3778 hartree. The spin multiplicity is 1. For the HOMO energy, the calculation gives -10.4 eV. As for the LUMO energy: -1.1 eV. Its SMILES is O=PCl.C=C. As for the energy above the lowest of the compared OMol25 structures with the same formula, charge and spin: 17.7 kcal per mole. The orbital gap is 0.343 Eh.

Element x y z (Å)
O: 2.59 -1.44 0.28
P: 2.29 -0.44 -0.73
Cl: 3.44 1.30 -0.26
C: -1.12 0.47 0.51
C: -1.70 -0.30 -0.36
H: -0.85 0.29 1.52
H: -0.83 1.53 0.35
H: -1.72 -0.16 -1.41
H: -2.10 -1.25 0.10

---

[2]
Molecular formula: C4H12NOS
Method: DFT, the ωB97M-V functional and the def2-TZVPD basis

As for the net charge: 0. The value obtained for the energy is -687.6592 hartree. The spin multiplicity is 2. For the HOMO energy (alpha / beta), the calculation gives -9.0 / -9.0 eV. As for the LUMO energy (alpha / beta): 0.8 / -2.5 eV. As for the energy above the lowest of the compared OMol25 structures with the same formula, charge and spin: 48.0 kcal per mole. The orbital gap (alpha / beta) is 0.360 / 0.240 Eh.

Element x y z (Å)
C: 1.60 -1.98 -1.27
N: 0.91 -0.63 -1.29
C: 0.23 -0.15 0.02
C: -1.17 0.70 -0.37
S: -2.07 1.68 0.81
C: -0.01 -1.35 0.94
H: 1.90 -2.19 -0.21
H: 2.47 -2.02 -2.05
H: 0.76 -2.71 -1.55
H: 0.15 -0.84 -1.95
H: 0.85 0.76 0.27
H: -1.82 0.06 -0.89
H: -1.00 1.36 -1.20
H: 0.91 -1.74 1.23
H: -0.47 -0.89 1.84
H: -0.67 -2.08 0.36
H: -1.26 3.54 1.26
H: -0.63 4.18 2.52
O: -0.69 4.30 1.54